(1)
A cluster of 2 separate species, C39H42N3OS in total at a distorted geometry. Source: the Open Molecules 2025 dataset; level of theory: the ωB97M-V functional and the def2-TZVPD basis.

Element x y z (Å)
C1 -5.040 -1.132 1.629
N1 -4.400 -0.635 2.839
C2 -5.146 -1.005 4.032
C3 -3.019 -0.370 2.881
C4 -2.528 0.967 2.973
C5 -1.160 1.234 3.007
C6 -0.234 0.178 2.958
C7 1.245 0.386 3.164
C8 2.155 -0.172 2.221
S1 3.816 -0.122 2.568
C9 4.019 -0.977 4.161
C10 4.580 -1.260 1.357
O1 1.686 0.951 4.197
C11 -0.700 -1.134 2.817
C12 -2.066 -1.411 2.814
H1 -4.536 -0.749 0.738
H2 -5.049 -2.231 1.604
H3 -6.083 -0.792 1.635
H4 -4.696 -0.559 4.923
H5 -6.177 -0.647 3.918
H6 -5.191 -2.099 4.147
H7 -3.261 1.780 3.021
H8 -0.795 2.266 3.039
H9 1.814 -0.846 1.435
H10 5.087 -0.928 4.413
H11 3.424 -0.428 4.900
H12 3.690 -2.017 4.063
H13 5.664 -1.104 1.455
H14 4.310 -2.297 1.588
H15 4.250 -0.969 0.351
H16 0.029 -1.939 2.723
H17 -2.395 -2.451 2.783
C13 0.053 8.483 5.011
N2 -0.190 7.076 4.701
C14 -1.506 6.777 4.254
C15 -2.053 7.543 3.203
C16 -3.328 7.268 2.718
C17 -4.117 6.292 3.333
C18 -3.607 5.576 4.418
C19 -2.306 5.804 4.879
C20 0.898 6.281 4.338
C21 0.918 4.924 4.723
C22 1.910 4.093 4.251
C23 2.788 4.498 3.207
C24 3.447 3.467 2.494
C25 4.279 3.650 1.361
C26 5.287 2.688 1.052
C27 6.190 2.894 0.030
C28 6.149 4.078 -0.723
N3 7.078 4.228 -1.785
C29 7.854 5.472 -1.821
C30 6.652 3.746 -3.050
C31 5.980 4.617 -3.925
C32 5.394 4.113 -5.083
C33 5.568 2.771 -5.429
C34 6.301 1.923 -4.596
C35 6.835 2.396 -3.397
C36 5.149 5.032 -0.460
C37 4.173 4.772 0.483
C38 2.876 5.912 2.977
C39 1.964 6.782 3.550
H18 0.972 8.566 5.603
H19 0.141 9.084 4.096
H20 -0.790 8.862 5.604
H21 -1.466 8.349 2.760
H22 -3.717 7.839 1.876
H23 -5.121 6.089 2.958
H24 -4.240 4.850 4.928
H25 -1.926 5.263 5.748
H26 0.132 4.538 5.369
H27 1.971 3.071 4.614
H28 3.336 2.452 2.887
H29 5.346 1.781 1.657
H30 6.944 2.152 -0.239
H31 8.602 5.399 -2.622
H32 7.211 6.343 -2.009
H33 8.372 5.590 -0.862
H34 5.865 5.670 -3.657
H35 4.819 4.781 -5.721
H36 5.114 2.386 -6.340
H37 6.465 0.888 -4.889
H38 7.393 1.738 -2.727
H39 5.114 5.942 -1.060
H40 3.303 5.420 0.549
H41 3.642 6.314 2.319
H42 2.001 7.849 3.317

Cartesian forces, eV/Å:
0.428 -0.009 0.301
-0.969 0.673 -0.068
0.378 0.013 -0.243
1.350 0.051 0.087
-0.384 -0.694 -0.094
0.159 -0.268 0.072
-0.216 -0.064 -0.031
1.289 -0.310 -0.256
-1.655 -0.346 -0.527
-0.009 -0.259 0.544
0.630 -0.345 -0.152
-0.015 0.262 0.454
-0.328 0.420 -0.290
-0.036 0.259 0.040
-0.260 0.438 -0.036
-0.083 -0.069 0.137
-0.011 -0.016 -0.187
0.149 -0.041 -0.144
-0.092 -0.082 -0.115
0.139 -0.007 0.173
0.020 0.023 0.195
0.304 -0.318 -0.090
-0.170 -0.366 0.167
0.263 0.238 0.157
-0.277 -0.070 0.034
0.081 -0.087 -0.406
-0.003 0.263 0.035
-0.377 -0.174 -0.073
-0.001 0.326 -0.102
0.019 -0.034 0.414
-0.235 0.112 0.185
-0.027 0.302 -0.120
0.097 0.124 -0.263
1.198 0.159 0.375
-1.368 -0.423 -0.147
0.287 -0.430 0.181
-0.082 -0.028 0.326
0.291 -0.064 -0.029
0.034 0.122 -0.085
0.120 0.350 -0.263
-1.031 -0.166 -0.126
0.174 -0.231 -0.299
-0.816 -0.303 0.018
0.429 -0.296 0.068
-0.174 1.038 0.809
0.450 0.024 -1.349
-0.357 0.022 0.289
-0.143 0.092 -0.231
-0.076 -0.159 0.024
0.971 0.192 0.505
-0.330 -0.040 0.133
-0.599 -0.455 -0.761
-0.156 -0.512 0.212
0.347 -0.007 -0.044
-0.057 0.043 0.202
0.002 0.144 -0.037
-0.195 0.554 -0.033
-0.018 -0.177 -0.123
0.346 -0.047 0.490
-0.438 0.362 0.015
0.619 -0.011 -0.206
-0.208 0.055 -0.159
0.053 0.155 0.263
0.297 -0.151 -0.209
-0.130 -0.293 0.030
0.070 -0.113 0.213
0.290 0.069 0.175
0.222 0.129 -0.144
-0.124 0.163 -0.292
0.389 0.125 -0.014
-0.203 -0.052 -0.226
-0.003 0.306 0.040
0.032 0.415 -0.147
-0.219 0.239 0.241
-0.272 -0.002 0.259
0.301 0.102 0.055
-0.119 0.086 -0.225
-0.014 -0.340 -0.114
0.134 -0.175 0.054
0.158 0.071 0.185
-0.083 0.193 0.086
-0.171 0.232 -0.216
-0.138 -0.318 0.076
0.239 -0.112 -0.019
-0.182 -0.056 0.261
0.095 -0.426 0.117

The multiplicity is 1. The value obtained for the frontier orbital gap is 4.96 eV. The net charge is +1. The value obtained for the HOMO energy is -9.674 eV. The value obtained for the total energy is -2148.663179 Ha.

=====

(2)
A structure of composition C15H24N3O3ReS2SbSe3Te. Source: the Open Molecules 2025 dataset; level of theory: the ωB97M-V functional and the def2-TZVPD basis.

Element x y z (Å)
Re1 -0.546 1.450 0.188
Se1 0.035 1.055 2.552
Se2 -1.449 2.321 3.865
Te1 -1.214 4.468 2.639
Se3 -1.848 3.477 0.398
C1 -1.908 1.799 -3.706
C2 -1.426 0.752 -2.727
C3 -0.643 -0.355 -3.394
O1 -0.587 1.421 -1.771
H1 -2.548 1.355 -4.472
H2 -1.054 2.264 -4.205
H3 -2.474 2.580 -3.196
H4 -2.299 0.325 -2.226
H5 0.201 0.069 -3.946
H6 -1.272 -0.897 -4.104
H7 -0.255 -1.071 -2.672
C4 1.087 4.432 -1.832
Sb1 1.635 2.801 -0.620
C5 2.875 1.716 -1.937
C6 3.061 3.722 0.628
H8 1.976 4.913 -2.238
H9 0.519 5.136 -1.228
H10 0.458 4.054 -2.636
H11 3.635 2.376 -2.352
H12 2.242 1.317 -2.727
H13 3.346 0.891 -1.404
H14 3.820 4.191 0.001
H15 3.523 2.984 1.281
H16 2.561 4.475 1.236
N1 0.553 -5.058 5.036
C7 0.608 -4.345 3.852
C8 1.114 -3.039 3.839
C9 1.206 -2.338 2.658
C10 0.790 -2.929 1.464
C11 0.290 -4.224 1.465
C12 0.205 -4.931 2.652
S1 0.882 -2.023 -0.020
O2 2.146 -1.343 -0.079
O3 0.462 -2.920 -1.067
N2 -0.199 -0.834 0.133
C13 -1.536 -1.012 0.024
S2 -2.581 -2.309 -0.437
C14 -3.937 -1.231 -0.320
C15 -3.548 0.017 0.001
N3 -2.191 0.129 0.211
H17 0.609 -4.540 5.895
H18 -0.051 -5.860 5.070
H19 1.437 -2.580 4.766
H20 1.599 -1.330 2.655
H21 -0.019 -4.677 0.533
H22 -0.174 -5.946 2.651
H23 -4.939 -1.582 -0.501
H24 -4.177 0.884 0.127

Cartesian forces, eV/Å:
0.062 -0.872 -0.210
0.089 0.040 0.689
0.046 -0.016 -0.001
-0.023 0.040 -0.044
-0.135 0.540 -0.133
-0.054 0.099 -0.205
0.175 0.348 0.330
0.158 -0.058 -0.193
-0.388 -0.199 -0.512
0.008 -0.006 0.025
-0.014 -0.017 0.011
0.018 -0.017 0.024
-0.006 -0.039 0.072
-0.016 -0.019 0.021
-0.011 0.023 0.014
-0.007 -0.011 0.033
-0.034 0.071 -0.069
0.261 -0.094 0.065
0.036 -0.081 -0.002
0.059 0.073 0.144
-0.021 -0.015 -0.004
-0.022 0.035 -0.043
-0.025 0.042 0.001
-0.033 -0.005 -0.018
0.044 -0.025 -0.015
-0.055 -0.014 -0.013
0.001 0.008 0.052
-0.003 0.008 0.003
0.045 0.002 0.029
0.093 0.009 -0.078
-0.034 -0.046 0.185
0.015 0.020 -0.007
0.013 -0.097 -0.087
-0.001 -0.073 0.386
-0.004 0.002 0.038
-0.023 0.006 -0.079
0.280 -0.071 -0.133
0.059 -0.074 -0.119
0.031 0.093 -0.123
-0.783 0.465 -0.196
0.272 0.197 -0.079
0.283 -0.019 0.144
-0.074 0.033 -0.055
0.215 -0.036 0.195
-0.487 -0.265 0.011
-0.029 0.027 -0.015
-0.024 0.009 -0.017
-0.008 -0.009 -0.014
0.019 -0.045 -0.010
0.005 0.019 0.001
0.003 0.021 0.000
0.031 -0.015 -0.002
-0.006 0.008 0.002

The multiplicity is 4. The value obtained for the frontier orbital gap (alpha / beta) is 7.29 / 6.20 eV. The value obtained for the HOMO energy (alpha / beta) is -7.406 / -7.642 eV. The value obtained for the total energy is -9563.229142 Ha. Its expectation value of S² is 3.782.

=====

(3)
An isolated molecule of C24H29N5O2S. Source: the Open Molecules 2025 dataset; level of theory: the ωB97M-V functional and the def2-TZVPD basis.

Element x y z (Å)
C1 9.349 2.505 -1.338
C2 9.192 0.989 -1.260
O1 8.182 0.590 -0.358
C3 6.867 0.728 -0.702
C4 5.963 0.431 0.317
C5 4.615 0.517 0.054
C6 4.124 0.900 -1.214
C7 5.037 1.192 -2.215
C8 6.393 1.105 -1.960
H1 7.079 1.333 -2.761
H2 4.679 1.485 -3.189
N1 2.763 0.943 -1.323
C9 2.181 0.620 -0.224
N2 0.860 0.591 -0.026
C10 0.300 0.097 1.213
H3 0.495 -0.981 1.316
H4 0.793 0.602 2.050
C11 -1.196 0.365 1.251
H5 -1.380 1.438 1.180
H6 -1.601 0.027 2.206
C12 -1.928 -0.345 0.105
C13 -3.230 0.394 -0.191
O2 -3.441 1.521 0.216
N3 -4.125 -0.229 -1.005
C14 -4.172 -1.635 -1.334
H7 -4.280 -1.739 -2.420
C15 -5.389 -2.268 -0.607
N4 -5.826 -1.404 0.468
C16 -5.066 -1.416 1.618
N5 -4.080 -2.315 1.662
C17 -3.356 -2.420 2.764
C18 -3.543 -1.636 3.884
C19 -4.579 -0.707 3.850
C20 -5.357 -0.597 2.720
H8 -6.179 0.099 2.699
H9 -4.779 -0.081 4.707
H10 -2.915 -1.746 4.753
H11 -2.577 -3.172 2.727
C21 -6.369 -0.165 -0.050
H12 -6.456 0.563 0.753
C22 -5.430 0.386 -1.155
H13 -5.808 0.146 -2.152
H14 -5.314 1.465 -1.061
H15 -7.367 -0.358 -0.458
H16 -5.120 -3.235 -0.187
H17 -6.232 -2.389 -1.292
H18 -3.255 -2.130 -1.031
H19 -2.168 -1.361 0.426
C23 -1.046 -0.388 -1.160
H20 -1.661 -0.320 -2.059
C24 -0.045 0.762 -1.144
H21 0.557 0.780 -2.053
H22 -0.575 1.717 -1.055
H23 -0.494 -1.330 -1.200
S1 3.280 0.200 1.132
H24 6.335 0.137 1.285
H25 10.105 0.543 -0.855
H26 9.016 0.564 -2.256
H27 9.561 2.904 -0.349
H28 8.439 2.971 -1.706
H29 10.171 2.756 -2.004

Cartesian forces, eV/Å:
-0.173 -0.370 0.090
0.275 0.239 -0.208
-0.156 -0.066 0.165
-0.224 -0.049 0.156
0.242 0.035 -0.097
-0.149 0.102 -0.309
0.651 -0.177 0.500
-0.220 -0.045 0.160
0.359 -0.026 0.007
0.106 0.027 -0.032
-0.036 0.036 -0.117
-0.651 0.163 -0.546
0.707 -0.084 0.440
-0.382 0.034 0.145
-0.055 -0.167 0.336
0.017 0.018 0.051
-0.079 -0.065 -0.012
0.041 -0.021 -0.022
0.009 -0.064 0.057
0.009 0.062 0.021
0.000 0.116 0.188
0.369 -0.261 -0.036
-0.060 0.312 0.207
-0.331 0.104 -0.290
0.082 -0.224 -0.026
0.043 -0.052 0.068
0.042 -0.193 -0.023
-0.205 -0.156 -0.107
0.050 -0.208 0.353
-0.219 0.040 -0.344
0.171 0.038 0.373
0.049 -0.046 0.028
0.015 -0.049 -0.162
0.051 0.112 0.063
-0.060 0.043 -0.020
-0.037 0.047 0.047
0.063 -0.043 0.067
0.087 -0.029 0.109
-0.104 0.173 -0.034
-0.036 -0.033 -0.052
0.003 0.261 0.001
0.002 0.008 0.027
-0.094 -0.128 -0.088
0.044 0.106 0.056
-0.070 0.035 -0.199
0.029 0.001 0.014
-0.006 0.017 -0.021
0.010 0.099 -0.092
0.080 0.133 -0.029
0.023 -0.069 -0.041
-0.168 -0.033 -0.421
-0.122 0.046 0.104
0.040 -0.005 -0.099
-0.008 -0.017 -0.057
-0.143 0.105 -0.387
0.108 -0.036 0.121
-0.115 0.023 -0.140
0.024 -0.022 0.112
0.039 0.058 0.069
-0.028 0.086 -0.046
0.088 0.061 -0.080

The multiplicity is 1. The value obtained for the frontier orbital gap is 7.83 eV. The value obtained for the HOMO energy is -7.185 eV. The value obtained for the total energy is -1754.428319 Ha. Its SMILES is CCOc1ccc2nc(N3CCC(C(=O)N4CCN(c5ccccn5)CC4)CC3)sc2c1.

=====

(4)
A cluster of 5 separate species, C10H15N5 in total at a distorted geometry. Source: the Open Molecules 2025 dataset; level of theory: the ωB97M-V functional and the def2-TZVPD basis.

Element x y z (Å)
C1 1.669 0.763 2.064
C2 3.027 0.231 2.049
N1 4.096 -0.187 2.032
H1 0.988 0.169 2.660
H2 1.333 0.827 1.027
H3 1.741 1.798 2.408
C3 -0.207 1.131 -3.543
C4 -0.868 -0.124 -3.906
N2 -1.385 -1.095 -4.211
H4 0.789 0.925 -3.164
H5 -0.788 1.625 -2.765
H6 -0.192 1.778 -4.416
C5 1.872 -2.948 -1.520
C6 1.831 -1.507 -1.306
N3 1.847 -0.383 -1.113
H7 2.609 -3.369 -0.837
H8 2.167 -3.138 -2.547
H9 0.900 -3.370 -1.277
C7 -1.652 1.976 3.282
C8 -2.570 3.082 3.532
N4 -3.298 3.942 3.731
H10 -2.196 1.137 2.855
H11 -1.298 1.623 4.257
H12 -0.795 2.312 2.711
C9 -1.631 -0.695 -0.292
C10 -1.545 -2.151 -0.434
N5 -1.491 -3.291 -0.576
H13 -2.667 -0.377 -0.380
H14 -1.004 -0.218 -1.036
H15 -1.279 -0.466 0.715

Cartesian forces, eV/Å:
0.476 0.678 -0.641
-0.027 -0.319 0.103
-0.074 0.038 0.008
0.011 -0.046 0.157
-0.110 -0.235 0.062
-0.233 -0.145 0.300
-0.377 -0.161 -0.004
0.385 0.652 0.153
-0.297 -0.606 -0.084
0.108 0.084 -0.047
0.047 0.027 0.019
0.193 0.043 0.008
0.116 0.200 0.313
0.145 -1.000 -0.080
-0.229 1.080 0.111
0.047 -0.027 -0.090
-0.106 -0.188 -0.076
-0.066 -0.106 -0.226
-0.175 -0.114 0.972
0.166 -0.205 -0.205
-0.212 0.275 0.060
0.138 0.086 -0.395
0.101 0.087 -0.130
-0.038 -0.124 -0.295
-0.012 -0.544 0.448
-0.155 -0.205 -0.372
0.087 0.378 0.164
-0.016 0.032 -0.116
0.048 0.092 -0.008
0.060 0.269 -0.108

The multiplicity is 1. The value obtained for the frontier orbital gap is 11.92 eV. The value obtained for the HOMO energy is -11.892 eV. The value obtained for the total energy is -663.770434 Ha. Its SMILES is CC#N.CC#N.CC#N.CC#N.CC#N.